44
Properties=species:S:1:pos:R:3:forces:R:3 method="wB97M-V/def2-TZVPD" fmax_ha_per_bohr=0.008 orbital_gap_ev="5.29 / 5.30" e_tot_ev=-141196.1732 total_charge=-2 mol_weight_g_mol=542.0 spin_multiplicity=2 e_homo_ev="-1.45 / -1.47"
Mn 0.5223 -0.8894 0.3700 0.0734 -0.0497 -0.3776
B -0.3591 2.4678 1.1663 -0.0175 0.0798 0.0176
N 1.0742 2.0638 0.7086 0.0489 -0.1017 -0.0421
C 2.0947 2.9249 0.7054 -0.0607 0.0544 0.0072
C 3.1953 2.3198 0.1259 0.0594 0.0273 -0.0230
C 2.7479 1.0440 -0.2010 -0.1499 -0.1062 -0.0685
N 1.4659 0.8997 0.1493 0.1432 -0.0238 0.2759
N -1.3158 1.2610 1.3609 0.0056 -0.1260 0.0631
C -2.6141 1.4183 1.6496 -0.0164 0.0289 0.0363
C -3.1497 0.1882 1.9798 -0.0316 0.0129 -0.0011
C -2.0772 -0.6944 1.8487 0.1103 0.0254 -0.0429
N -0.9780 -0.0399 1.4712 -0.1217 -0.0114 -0.0186
H -0.8701 3.1990 0.3423 0.0101 0.0357 -0.0787
H -0.2195 3.0531 2.2212 -0.0278 0.0387 0.0573
H 1.9599 3.9144 1.1095 0.0092 0.0134 0.0082
H 4.1766 2.7363 -0.0199 0.0098 -0.0033 -0.0040
H 3.2548 0.2121 -0.6597 0.0294 -0.0045 0.0089
H -3.0577 2.3994 1.6089 -0.0118 0.0080 0.0078
H -4.1682 -0.0404 2.2399 -0.0177 -0.0048 0.0177
H -2.0468 -1.7671 1.9449 0.0023 -0.0064 -0.0099
O 5.4109 -4.4680 0.9686 -0.1030 0.0513 -0.0056
C 4.4396 -3.7483 0.8334 0.1137 -0.0108 0.0163
C 3.5595 -3.2231 1.9464 0.0253 -0.0420 0.0430
O 3.7107 -3.4499 3.1404 -0.0251 0.0175 -0.0566
C 2.5494 -2.4131 1.2815 0.0044 0.0478 -0.1859
C 2.7419 -2.4100 -0.1287 -0.1407 0.1162 0.1574
O 1.9589 -1.7475 -0.8764 0.1117 -0.0664 -0.0209
C 3.9231 -3.1997 -0.4790 0.0654 -0.0475 -0.0350
O 4.4266 -3.3861 -1.5779 -0.0562 0.0275 0.0656
O 1.5802 -1.7434 1.7943 -0.0025 0.0378 0.0770
Br -3.1766 3.6483 -3.2538 0.0027 0.0009 -0.0021
C -2.7867 1.8961 -2.6019 0.0096 0.0062 -0.0005
C -1.4727 1.5406 -2.3648 0.0094 0.0185 0.0005
C -1.2097 0.2677 -1.8768 -0.0146 -0.0260 0.0525
C -2.2390 -0.6295 -1.6249 -0.0583 0.0628 0.0564
C -3.5484 -0.2458 -1.8890 0.0206 -0.0541 0.0034
C -3.8343 1.0183 -2.3757 -0.0181 0.0646 -0.0266
C -1.9647 -1.9958 -1.0017 -0.0786 0.0521 -0.0948
O -2.8621 -2.8390 -1.0400 -0.0040 0.0203 0.0120
O -0.8079 -2.1223 -0.5019 0.1259 -0.1799 0.1991
H -0.6686 2.2425 -2.5352 0.0072 0.0138 -0.0013
H -0.1771 -0.0276 -1.7011 -0.0416 0.0075 -0.0971
H -4.3347 -0.9622 -1.6905 -0.0014 -0.0057 0.0078
H -4.8536 1.3270 -2.5673 0.0018 0.0009 0.0017